1.
Here is C36H35ErGeNO6 as an isolated structure from the OMol25 dataset. Energies are from ωB97M-V with the def2-TZVPD basis set.

Values from the calculation:
HOMO (alpha / beta) (eV): -11.32 / -11.32
LUMO level (alpha / beta) (eV): -2.65 / -2.64
<S²>: 3.753
Charge: +1
HOMO-LUMO gap (alpha / beta) (eV): 8.7 / 8.7
Spin multiplicity: 4

CARTESIAN COORDINATES (ANGSTROEM)
Er  1.8724  1.9621  0.4103
O  1.9155  1.5165  -1.8021
C  1.4354  2.3684  -2.8681
C  -0.0009  2.1518  -3.1352
C  -0.9077  1.9412  -1.9054
C  -1.0056  3.1660  -1.0193
C  -2.1040  3.9875  -1.0029
C  -2.1116  5.1391  -0.2457
C  -0.9779  5.4272  0.5504
C  0.0649  4.5130  0.5502
N  0.0360  3.4306  -0.2218
H  2.0070  0.6469  -2.1369
H  2.0206  2.1648  -3.7832
H  1.7541  3.3877  -2.5952
H  -0.1191  1.2721  -3.7786
H  -0.2587  3.0125  -3.7709
H  -0.5563  1.1046  -1.3085
H  -1.9052  1.6980  -2.2425
H  -2.9955  3.7466  -1.5927
H  -2.9472  5.8189  -0.2265
H  -0.9252  6.2990  1.1574
H  0.9508  4.6081  1.1910
O  3.8984  0.6573  0.1190
C  4.7656  0.7719  1.2486
C  5.2204  -0.3489  1.9214
C  6.0990  -0.2533  2.9883
C  6.6246  0.9654  3.3131
C  6.2469  2.0987  2.6319
C  5.2416  2.0501  1.6674
C  4.5543  3.3365  1.3456
O  5.0044  4.4558  1.4935
O  3.3331  3.1634  0.9345
H  3.8372  -0.3181  -0.0159
H  4.8681  -1.3565  1.5536
H  6.3702  -1.1651  3.5297
H  7.2878  1.1296  4.1683
H  6.6780  3.0656  2.8777
O  1.5018  -0.1771  1.1804
C  0.6705  0.2378  2.0621
O  0.6510  1.4848  2.2927
C  -0.3480  -0.6913  2.5945
C  -1.6607  -0.5546  1.7361
Ge  -1.9190  -1.8303  0.2284
C  -3.2445  -1.0227  -0.9630
C  -4.1246  -0.0903  -0.4087
C  -5.0938  0.4791  -1.1846
C  -5.1769  0.1857  -2.5320
C  -4.3326  -0.7544  -3.1202
C  -3.3735  -1.3545  -2.3078
C  -2.6711  -3.5129  0.9154
C  -3.8223  -4.0489  0.3874
C  -4.2540  -5.3272  0.7665
C  -3.5890  -6.0066  1.7527
C  -2.4288  -5.4981  2.2735
C  -1.9700  -4.2595  1.8903
C  -0.1912  -2.0825  -0.6572
C  0.0392  -1.6992  -1.9718
C  1.2930  -1.8555  -2.5689
C  2.3408  -2.4478  -1.8438
C  2.1190  -2.8951  -0.5480
C  0.8629  -2.6322  0.0445
H  -0.4239  -0.4011  3.7016
H  0.0931  -1.6864  2.6797
H  -1.7382  0.4740  1.3548
H  -2.5349  -0.7313  2.3684
H  -4.0441  0.1999  0.6321
H  -5.8026  1.1400  -0.7450
H  -5.9437  0.7327  -3.0756
H  -4.5310  -1.0060  -4.1460
H  -2.7570  -2.1157  -2.7144
H  -4.3787  -3.4860  -0.3528
H  -5.1439  -5.6944  0.3249
H  -3.9871  -6.9272  2.1415
H  -1.8670  -6.0346  3.0309
H  -1.0382  -3.8922  2.2890
H  -0.7966  -1.3465  -2.5418
H  1.4351  -1.5749  -3.6293
H  3.2461  -2.6287  -2.3721
H  2.9476  -3.3758  -0.0537
H  0.7152  -2.9079  1.0892

Atoms 1-3, force components in eV/Å:
Er -1.33 -1.61 0.46
O 0.04 1.27 -0.06
C 1.76 0.42 -0.22

Atomic partial charges in e from the Löwdin method, atoms 1 to 8:
1. Er 1.54
2. O -0.16
3. C -0.20
4. C -0.15
5. C -0.10
6. C -0.25
7. C 0.00
8. C -0.01



2.
Here is C36H35F5MoN3P2SSe as an isolated structure from the OMol25 dataset. Energies are from ωB97M-V with the def2-TZVPD basis set.

Values from the calculation:
HOMO (alpha / beta) (eV): -16.31 / -16.02
LUMO level (alpha / beta) (eV): -10.85 / -10.47
Charge: +3
HOMO-LUMO gap (alpha / beta) (eV): 5.5 / 5.6

CARTESIAN COORDINATES (ANGSTROEM)
Mo  0.5134  0.3520  0.1079
C  0.6688  -1.4765  2.7681
N  0.8505  -1.3597  1.3370
P  2.3335  -1.2355  0.6406
C  2.2863  -2.2420  -0.8650
C  1.1227  -2.9186  -1.2444
C  1.1087  -3.6071  -2.4447
C  2.2250  -3.5996  -3.2720
C  3.3892  -2.9493  -2.8826
C  3.4191  -2.2570  -1.6847
C  3.5539  -1.8886  1.8131
C  3.3897  -3.2626  2.0110
C  4.2183  -3.9040  2.9096
C  5.1953  -3.1900  3.5891
C  5.3572  -1.8298  3.3705
C  4.5323  -1.1644  2.4752
P  -1.7582  -0.0691  -0.1539
C  -2.8612  -1.2940  0.5420
C  -4.2538  -1.1109  0.5240
C  -5.0764  -2.0663  1.0899
C  -4.5325  -3.1940  1.6944
C  -3.1538  -3.3769  1.7232
C  -2.3196  -2.4360  1.1536
C  -2.4930  0.6470  -1.6128
C  -2.1365  1.9596  -1.9624
C  -2.6156  2.5160  -3.1301
C  -3.4376  1.7715  -3.9706
C  -3.7776  0.4659  -3.6407
C  -3.3198  -0.0972  -2.4648
H  1.1233  -2.4032  3.1371
H  -0.4005  -1.4974  3.0000
H  1.1314  -0.6375  3.3068
H  0.2582  -2.9339  -0.5865
H  0.2261  -4.1538  -2.7393
H  2.1875  -4.1115  -4.2198
H  4.2668  -2.9792  -3.5095
H  4.3174  -1.7429  -1.3680
H  2.6351  -3.8090  1.4593
H  4.0963  -4.9653  3.0741
H  5.8416  -3.7058  4.2819
H  6.1296  -1.2869  3.8942
H  4.6702  -0.1085  2.2952
H  -4.6769  -0.2189  0.0816
H  -6.1477  -1.9274  1.0755
H  -5.1805  -3.9237  2.1550
H  -2.7314  -4.2505  2.1983
H  -1.2476  -2.5952  1.1390
H  -1.5092  2.5435  -1.2882
H  -2.3546  3.5290  -3.3976
H  -3.8094  2.2127  -4.8826
H  -4.4008  -0.1185  -4.2997
H  -3.5726  -1.1158  -2.2134
C  0.2946  6.3000  1.8833
C  0.1423  4.9810  1.1436
N  -0.8424  4.1380  1.8041
C  -0.7693  2.8582  2.0614
S  0.7463  1.9753  1.8653
N  -1.7780  2.1332  2.5322
C  -3.0335  2.6502  3.0740
C  -2.8791  2.9476  4.5586
H  0.9211  6.9729  1.3052
H  0.7565  6.1536  2.8551
H  -0.6651  6.7918  2.0211
H  1.0975  4.4524  1.0914
H  -0.2103  5.1680  0.1236
H  -1.6790  4.6488  2.0790
H  -1.5381  1.2024  2.8665
H  -3.7969  1.8853  2.9202
H  -3.3409  3.5354  2.5159
H  -2.5360  2.0653  5.0919
H  -3.8386  3.2409  4.9719
H  -2.1661  3.7479  4.7357
F  2.0696  -0.7507  -6.8683
C  1.9509  -0.1840  -5.6898
C  2.7320  0.9301  -5.3586
F  3.5885  1.4120  -6.2298
C  2.5909  1.5175  -4.1013
F  3.2941  2.5816  -3.7464
C  1.7030  0.9961  -3.1603
Se  1.5692  1.8225  -1.4490
C  0.9393  -0.1080  -3.5115
F  0.0743  -0.6039  -2.5765
C  1.0401  -0.7001  -4.7602
F  0.2824  -1.7441  -5.0618

Atoms 1-3, force components in eV/Å:
Mo 1.67 -1.64 2.26
C -0.56 -0.54 0.58
N -0.90 1.83 -1.20

Atomic partial charges in e from the Löwdin method, atoms 1 to 8:
1. Mo 0.65
2. C -0.17
3. N -0.45
4. P 0.92
5. C -0.37
6. C -0.11
7. C -0.05
8. C -0.04



3.
Here is C36H35F5N9OSSnTe as an isolated structure from the OMol25 dataset. Energies are from ωB97M-V with the def2-TZVPD basis set.

Values from the calculation:
HOMO (alpha / beta) (eV): -6.76 / -7.57
LUMO level (alpha / beta) (eV): 0.45 / -0.06
<S²>: 0.759
HOMO-LUMO gap (alpha / beta) (eV): 7.2 / 7.5
Spin multiplicity: 2

CARTESIAN COORDINATES (ANGSTROEM)
Sn  0.4659  0.3470  -1.0500
C  1.7716  0.2025  2.9004
C  0.2523  0.0439  2.9546
C  -0.4812  1.3306  2.6386
C  -0.8251  2.1987  3.8044
C  -1.9578  2.8935  3.8731
C  -3.0148  2.8244  2.8209
C  -2.8178  1.7689  1.7244
N  -1.4528  1.3125  1.5558
N  2.3342  -0.0611  1.5678
C  3.4023  0.8755  1.2474
C  3.9428  0.7482  -0.1596
C  5.1655  1.3389  -0.4655
C  5.6687  1.2145  -1.7431
C  4.9466  0.4853  -2.6778
C  3.7329  -0.0522  -2.2951
N  3.2277  0.0880  -1.0645
C  2.8257  -1.4421  1.5029
C  1.7121  -2.4558  1.4512
C  1.4473  -3.3101  2.5132
C  0.4178  -4.2324  2.3956
C  -0.3102  -4.2721  1.2199
C  0.0277  -3.3794  0.2127
N  1.0120  -2.4951  0.3149
H  2.2373  -0.4683  3.6355
H  2.0415  1.2162  3.2105
H  -0.0411  -0.2886  3.9550
H  -0.0665  -0.7212  2.2462
H  -0.1070  2.2351  4.6170
H  -2.1549  3.5097  4.7436
H  -3.9879  2.6896  3.2983
H  -3.4428  0.8787  1.8018
H  4.2483  0.7627  1.9476
H  3.0219  1.8947  1.3626
H  5.7018  1.8914  0.2953
H  6.6048  1.6855  -2.0124
H  5.3036  0.3534  -3.6898
H  3.1139  -0.5980  -2.9954
H  3.4780  -1.6561  2.3648
H  3.4094  -1.5645  0.5948
H  2.0370  -3.2438  3.4189
H  0.1864  -4.9050  3.2119
H  -1.1279  -4.9651  1.0811
H  -0.5220  -3.3749  -0.7241
C  -2.6197  1.8373  -2.8146
N  -1.6579  0.7430  -2.8243
C  -2.1980  -0.5790  -3.0497
C  -2.5586  -1.2951  -1.7806
N  -2.5869  -0.7787  -0.5909
C  -2.9991  -1.8089  0.2456
C  -3.1761  -1.8219  1.6266
C  -3.6048  -2.9976  2.2142
C  -3.8465  -4.1498  1.4521
C  -3.6575  -4.1613  0.0809
C  -3.2330  -2.9723  -0.4999
N  -2.9324  -2.6180  -1.8031
C  -3.1435  2.1497  -1.4413
N  -2.4284  2.7048  -0.5461
C  -3.2610  2.7851  0.6442
C  -3.1714  3.9364  1.7208
C  -4.4115  4.7386  1.9331
C  -5.6071  4.2948  1.5324
C  -5.7526  3.1716  0.6041
C  -4.6542  2.5750  0.1306
N  -4.4618  1.8870  -1.0698
H  -2.0897  2.7285  -3.1441
H  -3.4518  1.6504  -3.5072
H  -0.9076  0.9444  -3.4752
H  -3.1027  -0.5441  -3.6770
H  -1.4627  -1.1762  -3.5953
H  -2.9705  -0.9369  2.2152
H  -3.7544  -3.0347  3.2855
H  -4.1830  -5.0512  1.9479
H  -3.8384  -5.0535  -0.5050
H  -2.9866  -3.2059  -2.6157
H  -2.2802  4.5523  1.6127
H  -4.3284  5.6652  2.4888
H  -6.5017  4.8511  1.7833
H  -6.7154  3.0014  0.1372
H  -5.1962  1.7602  -1.7446
S  0.3194  3.6042  1.2842
C  -0.2745  2.0042  1.3100
F  3.5259  3.4471  -2.1996
Te  1.9599  2.7221  -3.1138
F  -0.0845  4.2225  -0.1354
F  0.1826  2.5120  -3.9769
F  1.4361  4.5209  -3.1253
F  1.0531  -0.0475  -3.0039
O  1.2929  2.2341  -1.4803

Atoms 1-3, force components in eV/Å:
Sn 0.21 -0.02 0.06
C 0.00 0.01 -0.03
C -0.05 -0.05 0.07

Atomic partial charges in e from the Löwdin method, atoms 1 to 8:
1. Sn 1.30
2. C -0.17
3. C -0.09
4. C -0.40
5. C -0.04
6. C -0.03
7. C -0.17
8. C -0.15



| no. | molar mass (g mol⁻¹) |
| --- | --- |
| 1 | 817.5 |
| 2 | 873.6 |
| 3 | 983.1 |